No. 1
ORCA calculation (ωB97M-V/def2-TZVPD) on 8 unconnected molecules or ions with the total composition C18H45F9N3O9 in a non-equilibrium geometry.

The geometry in XYZ format:
```
84
Properties=species:S:1:pos:R:3
N -0.05 -0.14 0.24
H -0.47 0.68 -0.22
H -0.80 -0.80 0.48
H 0.49 0.09 1.08
H 0.58 -0.67 -0.39
N 3.80 -1.28 0.36
H 3.17 -0.71 0.94
H 3.26 -1.39 -0.52
H 4.07 -2.13 0.84
H 4.66 -0.76 0.20
C 1.67 0.12 3.38
O 0.26 0.25 3.17
O 2.18 0.14 2.12
C 2.23 1.17 4.39
F 1.60 2.37 4.31
F 2.05 0.73 5.65
F 3.52 1.47 4.23
C -0.56 -0.16 4.24
C -2.02 0.18 3.93
H -2.18 -0.05 2.87
H -2.75 -0.41 4.48
H -2.16 1.24 4.16
H -0.29 0.35 5.17
H -0.50 -1.23 4.48
H 1.85 -0.83 3.91
C -2.95 -2.84 1.30
O -2.34 -4.08 1.73
O -2.13 -2.22 0.42
C -4.38 -3.17 0.76
F -4.42 -4.15 -0.15
F -5.21 -3.52 1.78
F -4.94 -2.09 0.17
C -1.19 -3.88 2.51
C -0.80 -5.21 3.10
H -0.02 -5.18 3.87
H -1.65 -5.66 3.62
H -0.46 -5.89 2.32
H -1.39 -3.17 3.33
H -0.36 -3.39 1.99
H -3.07 -2.28 2.23
C 2.18 -2.09 -2.68
O 3.57 -1.96 -2.45
O 1.57 -1.97 -1.46
C 1.63 -1.30 -3.94
F 0.33 -0.98 -3.92
F 2.28 -0.12 -4.09
F 1.82 -2.05 -5.05
C 4.44 -2.47 -3.45
C 5.85 -2.47 -2.90
H 6.62 -2.81 -3.59
H 6.23 -1.50 -2.57
H 5.96 -3.15 -2.05
H 4.44 -1.83 -4.34
H 4.18 -3.48 -3.78
H 2.01 -3.13 -3.00
C 0.26 3.14 1.53
O 1.55 2.85 1.02
H -0.49 2.50 1.05
H 0.20 3.07 2.62
H -0.03 4.16 1.29
H 1.87 2.04 1.47
C -4.26 1.46 -0.06
O -3.68 2.76 -0.25
H -5.01 1.23 -0.82
H -3.42 0.77 -0.19
H -4.70 1.31 0.93
H -4.39 3.38 -0.09
C 0.53 2.44 -3.09
C -0.56 3.05 -2.21
C -1.67 3.81 -2.90
O -1.17 4.84 -3.72
C -2.13 5.60 -4.43
N -1.19 1.90 -1.52
H 0.91 3.23 -3.75
H 0.19 1.66 -3.77
H 1.34 2.16 -2.42
H -0.10 3.74 -1.50
H -2.32 4.23 -2.13
H -2.40 3.14 -3.38
H -1.55 6.43 -4.83
H -2.87 6.09 -3.80
H -2.64 5.02 -5.20
H -1.89 2.31 -0.89
H -1.78 1.45 -2.21
```

Calculated values
Molecular weight in g/mol: 618.55
Multiplicity: 1
LUMO in hartree: 0.0836
Gap between HOMO and LUMO in eV: 6.88
Charge: -1
E_HOMO in eV: -4.601
Energy in eV: -66751.20785

No. 2
ORCA calculation (ωB97M-V/def2-TZVPD) on a molecular structure, C18H45KN3O6 in a non-equilibrium geometry.

The geometry in XYZ format:
```
73
Properties=species:S:1:pos:R:3
K 6.19 15.80 8.48
C 3.94 18.22 10.08
O 5.34 18.05 9.86
C 5.97 19.31 9.58
C 7.47 19.15 9.45
N 7.81 18.15 8.40
C 9.29 17.98 8.41
C 10.05 19.13 7.65
O 11.41 18.83 7.65
C 12.24 19.95 7.31
H 3.44 17.32 10.42
H 3.44 18.61 9.20
H 3.80 18.94 10.88
H 5.71 20.08 10.30
H 5.52 19.67 8.66
H 7.85 18.84 10.42
H 7.89 20.12 9.19
H 7.43 18.59 7.58
H 9.49 16.98 8.03
H 9.70 17.94 9.42
H 9.80 20.10 8.07
H 9.66 19.30 6.65
H 12.11 20.31 6.29
H 13.29 19.70 7.49
H 12.04 20.84 7.90
C 8.62 15.14 11.35
O 7.86 14.48 10.34
C 7.34 13.14 10.55
C 6.76 12.52 9.25
N 5.49 13.04 8.71
C 4.38 12.81 9.55
C 3.15 13.51 9.00
O 3.38 14.93 8.96
C 2.41 15.61 8.16
H 8.84 16.16 11.03
H 9.53 14.58 11.56
H 8.07 15.04 12.29
H 6.66 13.19 11.40
H 8.17 12.46 10.78
H 6.70 11.46 9.48
H 7.54 12.60 8.49
H 5.35 12.58 7.83
H 4.44 13.22 10.56
H 4.17 11.75 9.69
H 2.34 13.34 9.71
H 2.79 13.18 8.02
H 2.40 15.29 7.12
H 2.55 16.69 8.13
H 1.51 15.37 8.72
C 11.11 14.96 6.09
O 10.07 14.27 5.47
C 9.23 13.53 6.35
C 7.83 13.33 5.76
N 7.02 14.58 5.87
C 5.70 14.32 5.26
C 4.85 15.59 5.03
O 4.81 16.44 6.18
C 4.08 17.65 6.02
H 11.41 15.71 5.36
H 11.94 14.27 6.22
H 10.71 15.43 6.99
H 9.12 13.95 7.35
H 9.78 12.59 6.49
H 7.36 12.57 6.39
H 7.87 12.90 4.76
H 7.48 15.21 5.24
H 5.08 13.63 5.84
H 5.77 13.87 4.28
H 3.87 15.26 4.69
H 5.30 16.10 4.18
H 4.34 18.23 6.91
H 3.01 17.44 5.95
H 4.37 18.23 5.14
```

Calculated values
Molecular weight in g/mol: 438.67
Multiplicity: 1
LUMO in hartree: -0.0705
Gap between HOMO and LUMO in eV: 10.01
Charge: +1
E_HOMO in eV: -11.930
Energy in eV: -52468.52337

No. 3
ORCA calculation (ωB97M-V/def2-TZVPD) on 3 unconnected molecules or ions with the total composition C18H46BClNO14P3 in a non-equilibrium geometry.

The geometry in XYZ format:
```
84
Properties=species:S:1:pos:R:3
C 0.61 2.08 -1.44
C 1.62 2.00 -2.60
C 1.04 1.48 -3.94
N -0.39 1.53 -4.10
O -1.00 0.39 -3.50
P -2.20 -0.19 -4.40
O -1.97 -0.05 -5.82
O -2.40 -1.73 -4.02
B -1.59 -2.30 -3.03
O -1.39 -1.72 -1.80
O -1.02 -3.53 -3.31
O -3.56 0.57 -4.01
C -3.88 0.71 -2.65
Cl -4.60 -0.81 -1.96
C -4.87 1.87 -2.42
C -5.32 2.58 -3.70
H -0.31 2.59 -1.69
H 0.41 1.06 -1.10
H 1.08 2.59 -0.60
H 2.10 2.97 -2.70
H 2.39 1.29 -2.28
H 1.47 2.07 -4.76
H 1.38 0.46 -4.10
H -0.81 2.39 -3.75
H -0.45 -1.56 -1.68
H -1.48 -4.22 -2.81
H -3.00 0.87 -2.04
H -4.37 2.60 -1.78
H -5.75 1.49 -1.92
H -5.65 3.59 -3.44
H -4.53 2.69 -4.44
H -6.19 2.09 -4.12
O -3.56 -7.37 2.93
P -2.24 -6.90 2.47
O -1.88 -7.68 1.09
C -2.90 -8.06 0.16
C -3.18 -6.98 -0.87
O -1.18 -7.55 3.50
C -1.61 -8.31 4.63
C -1.74 -9.78 4.30
O -1.29 -5.63 2.30
C -1.32 -4.78 1.15
C -2.56 -3.90 1.10
H -3.82 -8.34 0.68
H -2.53 -8.95 -0.34
H -3.54 -6.07 -0.39
H -3.94 -7.32 -1.57
H -2.28 -6.73 -1.43
H -2.55 -7.91 5.03
H -0.85 -8.17 5.40
H -2.34 -9.93 3.40
H -2.22 -10.32 5.12
H -0.76 -10.22 4.12
H -1.20 -5.38 0.25
H -0.43 -4.15 1.22
H -3.47 -4.49 1.24
H -2.62 -3.38 0.14
H -2.53 -3.16 1.89
O 5.68 5.12 2.80
P 4.73 5.32 1.67
O 3.80 6.48 2.45
C 4.38 7.51 3.23
C 4.71 8.75 2.42
O 3.78 4.01 1.84
C 4.21 2.87 2.60
C 3.80 2.99 4.05
O 3.86 5.60 0.31
C 3.71 6.88 -0.29
C 4.97 7.36 -0.98
H 5.27 7.16 3.76
H 3.64 7.77 3.99
H 5.45 8.53 1.65
H 5.12 9.52 3.08
H 3.82 9.16 1.94
H 5.29 2.73 2.50
H 3.73 2.00 2.15
H 4.09 3.96 4.47
H 4.26 2.20 4.65
H 2.72 2.91 4.15
H 3.34 7.60 0.43
H 2.92 6.76 -1.03
H 5.84 7.28 -0.32
H 4.87 8.39 -1.31
H 5.19 6.75 -1.86
```

Calculated values
Molecular weight in g/mol: 639.75
Multiplicity: 1
LUMO in hartree: -0.0312
Gap between HOMO and LUMO in eV: 8.75
E_HOMO in eV: -9.598
Energy in eV: -90638.96405

No. 4
ORCA calculation (ωB97M-V/def2-TZVPD) on a molecular structure, C18H46BaCu2O13P3 in a non-equilibrium geometry.

The geometry in XYZ format:
```
83
Properties=species:S:1:pos:R:3
Cu -0.86 1.24 1.20
Cu 0.87 3.40 -0.54
Ba 2.41 2.13 2.54
O 1.26 1.29 0.39
H 1.60 0.51 -0.10
C -5.92 0.73 -2.71
C -4.59 0.06 -3.10
O -3.71 0.28 -2.11
P -2.76 -0.76 -1.40
O -1.90 -0.17 -0.33
O -3.72 -2.01 -0.98
C -3.77 -2.49 0.36
C -4.40 -1.47 1.36
O -1.92 -1.36 -2.68
C -0.48 -1.43 -2.65
C -0.07 -2.72 -1.89
H -6.27 0.23 -1.81
H -5.71 1.71 -2.29
H -6.81 0.67 -3.33
H -4.65 -1.01 -3.28
H -4.28 0.36 -4.10
H -4.21 -3.46 0.17
H -2.76 -2.69 0.74
H -4.62 -1.83 2.37
H -3.80 -0.56 1.38
H -5.35 -1.10 0.97
H -0.19 -1.30 -3.69
H 0.00 -0.56 -2.22
H -0.42 -2.64 -0.86
H -0.58 -3.58 -2.34
H 0.98 -3.01 -1.94
C 3.01 0.18 -1.84
C 3.28 0.36 -3.29
O 2.00 0.52 -3.87
P 1.23 1.96 -4.09
O 1.40 2.83 -2.87
O -0.28 1.48 -4.45
C -1.46 1.98 -3.87
C -2.32 3.06 -4.78
O 1.78 2.44 -5.58
C 2.84 3.28 -5.73
C 3.65 2.55 -6.78
H 2.80 1.15 -1.37
H 2.11 -0.42 -1.66
H 3.92 -0.26 -1.45
H 4.02 1.16 -3.43
H 3.75 -0.60 -3.53
H -2.06 1.14 -3.53
H -1.31 2.37 -2.86
H -1.90 4.03 -5.04
H -2.39 2.61 -5.77
H -3.37 3.05 -4.49
H 2.54 4.31 -5.91
H 3.44 3.36 -4.82
H 3.45 1.50 -6.59
H 3.43 2.72 -7.84
H 4.70 2.46 -6.51
C 4.94 -0.16 7.14
C 3.79 -1.04 7.46
O 3.26 -1.60 6.24
P 1.93 -0.93 5.52
O 2.24 0.26 4.69
O 0.90 -0.73 6.76
C -0.41 -0.34 6.70
C -1.52 -1.46 6.54
O 1.27 -2.14 4.78
C 1.41 -2.16 3.34
C 0.26 -1.49 2.46
H 5.78 -0.59 6.60
H 4.50 0.54 6.43
H 5.35 0.25 8.06
H 4.44 -1.73 8.00
H 3.07 -0.62 8.16
H -0.45 0.07 7.71
H -0.60 0.44 5.96
H -1.21 -2.13 5.73
H -1.60 -2.08 7.43
H -2.45 -1.02 6.19
H 2.32 -1.65 3.05
H 1.40 -3.23 3.13
H 0.44 -1.42 1.39
H -0.58 -2.18 2.48
H -0.08 -0.55 2.89
```

Calculated values
Molecular weight in g/mol: 827.90
Multiplicity: 1
LUMO in hartree: -0.4160
Gap between HOMO and LUMO in eV: 5.67
Charge: +3
E_HOMO in eV: -16.988
Energy in eV: -163848.56579

No. 5
ORCA calculation (ωB97M-V/def2-TZVPD) on 11 unconnected molecules or ions with the total composition C18H46ClN10O20 in a non-equilibrium geometry.

The geometry in XYZ format:
```
95
Properties=species:S:1:pos:R:3
C 2.62 0.79 3.26
C 2.62 -0.64 2.71
C 1.67 -0.77 1.50
C 0.20 -0.70 1.98
C -0.52 0.59 1.52
C -1.39 1.26 2.59
C -2.73 0.57 2.81
C -2.59 -0.89 3.26
Cl -4.04 -1.32 4.34
H 1.61 1.19 3.31
H 3.27 1.44 2.68
H 3.01 0.78 4.27
H 2.22 -1.29 3.49
H 3.63 -0.98 2.48
H 1.88 -1.72 1.02
H 1.86 0.02 0.79
H -0.34 -1.54 1.57
H 0.11 -0.80 3.06
H -1.10 0.42 0.62
H 0.25 1.32 1.26
H -0.85 1.42 3.52
H -1.62 2.26 2.20
H -3.24 1.10 3.62
H -3.38 0.68 1.94
H -2.73 -1.51 2.37
C -5.40 -1.07 -0.13
N -4.26 -0.55 -0.93
O -3.33 -0.05 -0.34
O -4.32 -0.69 -2.14
H -5.22 -0.88 0.92
H -6.30 -0.56 -0.48
H -5.44 -2.13 -0.34
C -2.06 -3.72 -0.10
N -3.35 -4.47 -0.08
O -4.37 -3.80 -0.11
O -3.31 -5.68 -0.04
H -2.29 -2.66 -0.13
H -1.53 -3.98 0.81
H -1.51 -4.03 -0.97
C 5.03 1.25 -1.16
N 3.61 0.82 -1.01
O 2.76 1.68 -0.96
O 3.41 -0.37 -0.94
H 5.05 2.33 -1.21
H 5.58 0.88 -0.30
H 5.40 0.81 -2.08
C 2.81 -3.70 -1.71
N 1.44 -4.15 -1.32
O 0.52 -3.38 -1.50
O 1.34 -5.27 -0.85
H 2.74 -2.70 -2.10
H 3.43 -3.73 -0.82
H 3.17 -4.39 -2.46
C 0.32 -3.10 -5.61
N 1.75 -2.72 -5.45
O 2.32 -3.08 -4.43
O 2.26 -2.07 -6.34
H 0.02 -3.67 -4.74
H -0.25 -2.17 -5.69
H 0.24 -3.68 -6.52
C 1.06 1.69 -3.88
N 2.23 2.08 -4.71
O 3.23 2.50 -4.14
O 2.13 1.97 -5.91
H 1.30 1.85 -2.84
H 0.23 2.32 -4.19
H 0.85 0.64 -4.07
C -1.74 -3.96 5.67
N -0.25 -3.85 5.78
O 0.27 -4.25 6.82
O 0.35 -3.36 4.85
H -2.11 -4.42 6.58
H -2.15 -2.96 5.55
H -1.95 -4.57 4.80
C 2.32 5.89 -5.36
N 0.94 5.92 -4.79
O 0.28 6.93 -4.96
O 0.58 4.93 -4.20
H 2.51 6.83 -5.86
H 3.01 5.74 -4.53
H 2.37 5.06 -6.05
C 0.27 -2.14 9.24
N 0.96 -1.34 10.29
O 0.58 -0.20 10.48
O 1.87 -1.89 10.88
H -0.51 -1.53 8.80
H 1.00 -2.43 8.50
H -0.15 -3.02 9.72
C -2.66 7.88 -5.82
N -3.14 8.98 -6.70
O -3.24 8.75 -7.89
O -3.39 10.05 -6.17
H -2.48 7.01 -6.43
H -1.75 8.22 -5.34
H -3.44 7.69 -5.09
```

Calculated values
Molecular weight in g/mol: 758.07
Multiplicity: 1
LUMO in hartree: 0.0401
Gap between HOMO and LUMO in eV: 3.36
Charge: -1
E_HOMO in eV: -2.268
Energy in eV: -87757.26870

No. 6
ORCA calculation (ωB97M-V/def2-TZVPD) on a molecular structure, C18H46HfN7P3.

The geometry in XYZ format:
```
75
Properties=species:S:1:pos:R:3
Hf 0.26 -0.63 0.22
N -2.06 -1.04 0.05
C -2.66 -1.73 1.25
C -1.91 -1.35 2.51
N -0.41 -1.37 2.37
C 0.15 -2.75 2.58
C -0.17 -3.70 1.45
N 0.16 -3.04 0.14
C 0.17 -0.50 3.46
C 1.56 -0.05 3.09
N 1.46 0.68 1.78
H -2.54 -0.16 -0.09
H -2.30 -1.58 -0.78
H -2.67 -2.79 1.06
H -3.71 -1.43 1.36
H -2.21 -1.98 3.34
H -2.18 -0.33 2.79
H -0.20 -3.14 3.53
H 1.24 -2.65 2.66
H -1.22 -3.99 1.44
H 0.40 -4.62 1.57
H -0.44 -3.44 -0.58
H 1.09 -3.35 -0.13
H 0.16 -1.04 4.41
H -0.48 0.37 3.58
H 2.26 -0.87 2.98
H 1.96 0.61 3.87
H 2.39 0.93 1.46
H 0.99 1.57 1.95
C 4.19 0.01 0.07
P 2.96 -1.25 -0.36
C 3.64 -2.79 0.31
C 3.06 -1.41 -2.18
C 1.86 -2.13 -2.78
P 0.31 -1.18 -2.54
C 0.47 0.20 -3.71
C -1.01 -2.22 -3.23
H 5.13 -0.24 -0.44
H 4.40 0.02 1.14
H 3.89 1.01 -0.26
H 4.65 -2.90 -0.07
H 3.08 -3.68 0.01
H 3.69 -2.76 1.40
H 3.99 -1.94 -2.42
H 3.17 -0.41 -2.60
H 1.73 -3.14 -2.36
H 1.99 -2.28 -3.85
H 0.76 -0.22 -4.68
H 1.22 0.92 -3.39
H -0.49 0.70 -3.83
H -0.70 -2.53 -4.23
H -1.94 -1.65 -3.33
H -1.20 -3.11 -2.64
C -1.80 4.53 -1.62
N -2.66 3.35 -1.49
C -3.39 3.42 -0.23
N -2.50 3.54 0.93
C -1.64 4.72 0.77
N -0.88 4.63 -0.48
C 0.18 3.72 -0.47
P -0.63 1.90 -0.30
C -1.93 2.12 -1.66
C -1.76 2.34 1.20
H -2.43 5.41 -1.64
H -1.23 4.48 -2.55
H -4.02 2.53 -0.11
H -4.04 4.29 -0.25
H -0.97 4.82 1.62
H -2.28 5.60 0.73
H 0.85 3.85 0.38
H 0.73 3.70 -1.40
H -2.61 1.26 -1.69
H -1.38 2.15 -2.60
H -1.12 2.50 2.08
H -2.45 1.53 1.43
```

Calculated values
Molecular weight in g/mol: 632.03
Multiplicity: 1
LUMO in hartree: -0.4830
Gap between HOMO and LUMO in eV: 5.97
Charge: +4
E_HOMO in eV: -19.117
Energy in eV: -58980.10266

What is the energy in the sixth record? -58980.10266 eV

Which of these has the lowest E_HOMO? C18H46HfN7P3

Copy entry 3 word for word.
ORCA calculation (ωB97M-V/def2-TZVPD) on 3 unconnected molecules or ions with the total composition C18H46BClNO14P3 in a non-equilibrium geometry.

The geometry in XYZ format:
```
84
Properties=species:S:1:pos:R:3
C 0.61 2.08 -1.44
C 1.62 2.00 -2.60
C 1.04 1.48 -3.94
N -0.39 1.53 -4.10
O -1.00 0.39 -3.50
P -2.20 -0.19 -4.40
O -1.97 -0.05 -5.82
O -2.40 -1.73 -4.02
B -1.59 -2.30 -3.03
O -1.39 -1.72 -1.80
O -1.02 -3.53 -3.31
O -3.56 0.57 -4.01
C -3.88 0.71 -2.65
Cl -4.60 -0.81 -1.96
C -4.87 1.87 -2.42
C -5.32 2.58 -3.70
H -0.31 2.59 -1.69
H 0.41 1.06 -1.10
H 1.08 2.59 -0.60
H 2.10 2.97 -2.70
H 2.39 1.29 -2.28
H 1.47 2.07 -4.76
H 1.38 0.46 -4.10
H -0.81 2.39 -3.75
H -0.45 -1.56 -1.68
H -1.48 -4.22 -2.81
H -3.00 0.87 -2.04
H -4.37 2.60 -1.78
H -5.75 1.49 -1.92
H -5.65 3.59 -3.44
H -4.53 2.69 -4.44
H -6.19 2.09 -4.12
O -3.56 -7.37 2.93
P -2.24 -6.90 2.47
O -1.88 -7.68 1.09
C -2.90 -8.06 0.16
C -3.18 -6.98 -0.87
O -1.18 -7.55 3.50
C -1.61 -8.31 4.63
C -1.74 -9.78 4.30
O -1.29 -5.63 2.30
C -1.32 -4.78 1.15
C -2.56 -3.90 1.10
H -3.82 -8.34 0.68
H -2.53 -8.95 -0.34
H -3.54 -6.07 -0.39
H -3.94 -7.32 -1.57
H -2.28 -6.73 -1.43
H -2.55 -7.91 5.03
H -0.85 -8.17 5.40
H -2.34 -9.93 3.40
H -2.22 -10.32 5.12
H -0.76 -10.22 4.12
H -1.20 -5.38 0.25
H -0.43 -4.15 1.22
H -3.47 -4.49 1.24
H -2.62 -3.38 0.14
H -2.53 -3.16 1.89
O 5.68 5.12 2.80
P 4.73 5.32 1.67
O 3.80 6.48 2.45
C 4.38 7.51 3.23
C 4.71 8.75 2.42
O 3.78 4.01 1.84
C 4.21 2.87 2.60
C 3.80 2.99 4.05
O 3.86 5.60 0.31
C 3.71 6.88 -0.29
C 4.97 7.36 -0.98
H 5.27 7.16 3.76
H 3.64 7.77 3.99
H 5.45 8.53 1.65
H 5.12 9.52 3.08
H 3.82 9.16 1.94
H 5.29 2.73 2.50
H 3.73 2.00 2.15
H 4.09 3.96 4.47
H 4.26 2.20 4.65
H 2.72 2.91 4.15
H 3.34 7.60 0.43
H 2.92 6.76 -1.03
H 5.84 7.28 -0.32
H 4.87 8.39 -1.31
H 5.19 6.75 -1.86
```

Calculated values
Molecular weight in g/mol: 639.75
Multiplicity: 1
LUMO in hartree: -0.0312
Gap between HOMO and LUMO in eV: 8.75
E_HOMO in eV: -9.598
Energy in eV: -90638.96405